A 15-piece molecular cluster, C60H162N12O18 overall in a non-equilibrium geometry. Source: the OMol25 dataset; level of theory: wB97M-V/def2-TZVPD.

Element x y z (Å)
C: -1.744905 -5.370307 0.632598
O: -0.472685 -5.773837 0.997748
C: 0.224325 -6.621737 0.133418
C: 1.525705 -7.052837 0.861068
N: 2.567115 -7.571797 -0.028942
C: 2.330865 -8.813127 -0.697942
C: 2.144715 -10.033677 0.210118
O: 3.195965 -10.194727 1.195798
C: 2.871165 -11.297207 1.994118
H: -2.414295 -6.220087 0.498858
H: -1.751535 -4.833407 -0.315982
H: -2.250345 -4.739787 1.364088
H: 0.512365 -6.043797 -0.744722
H: -0.334015 -7.491007 -0.214052
H: 1.299675 -7.767747 1.652228
H: 2.004405 -6.176027 1.297128
H: 3.448095 -7.722747 0.441378
H: 3.242755 -8.969357 -1.274272
H: 1.448345 -8.722227 -1.331192
H: 2.064225 -10.837077 -0.522122
H: 1.151275 -10.013367 0.658178
H: 3.044225 -12.259817 1.512928
H: 1.881215 -11.253927 2.448258
H: 3.660585 -11.177597 2.736138
C: 9.391135 1.694403 4.959918
O: 8.126195 1.953353 4.299008
C: 7.001775 1.471613 5.016068
C: 5.693005 1.687773 4.257758
N: 5.480485 3.117453 4.151098
C: 4.439085 3.551783 3.254398
C: 4.621275 5.023363 3.186498
O: 5.890725 5.456333 2.588778
C: 5.863995 5.404523 1.185758
H: 9.612655 0.627203 4.949148
H: 9.550605 2.154603 5.935048
H: 10.140115 2.125213 4.295438
H: 6.901235 1.782123 6.056058
H: 7.070335 0.405713 5.233438
H: 4.858905 1.346533 4.870898
H: 5.735215 1.172353 3.298238
H: 6.299795 3.647153 3.889848
H: 3.503315 3.284143 3.745118
H: 4.510255 3.126163 2.253468
H: 4.633335 5.388683 4.213388
H: 3.739425 5.428033 2.689828
H: 5.558425 4.401723 0.887208
H: 6.831355 5.652793 0.749098
H: 5.114295 5.983633 0.646608
C: 1.598185 0.868443 3.561138
O: 0.886705 -0.195597 3.026248
C: 1.654825 -1.250167 2.591638
C: 0.959255 -2.043037 1.457618
N: 0.897735 -1.320897 0.205158
C: 0.375855 -2.155257 -0.894862
C: -0.137965 -1.203777 -1.992642
O: -1.242895 -0.284237 -1.649552
C: -1.399365 0.709703 -2.638632
H: 0.850115 1.643253 3.728948
H: 2.394625 1.262043 2.929588
H: 2.113465 0.677363 4.502448
H: 1.945695 -1.902407 3.415088
H: 2.638895 -0.994547 2.198738
H: -0.076335 -2.225167 1.744798
H: 1.384835 -3.033687 1.297638
H: 0.239565 -0.565557 0.333148
H: -0.463915 -2.711157 -0.477892
H: 1.164655 -2.798667 -1.284622
H: -0.304015 -1.799347 -2.890312
H: 0.733555 -0.614037 -2.276852
H: -0.527165 1.348183 -2.779012
H: -2.245425 1.333853 -2.351032
H: -1.610595 0.304503 -3.628232
C: 3.836465 -4.678537 -1.097482
C: 3.209235 -5.018957 -2.443412
C: 4.045695 -4.476767 -3.649492
O: 4.160565 -3.054007 -3.783422
C: 2.979205 -2.400557 -4.218572
N: 2.910265 -6.439547 -2.504892
H: 3.221985 -4.980697 -0.249412
H: 3.957365 -3.598167 -1.018212
H: 4.795045 -5.192687 -1.027642
H: 2.250655 -4.500967 -2.473482
H: 3.652485 -4.889517 -4.578542
H: 5.038315 -4.923977 -3.702412
H: 3.041085 -2.420687 -5.306632
H: 3.106435 -1.399237 -3.807142
H: 2.008735 -2.756977 -3.873262
H: 3.770185 -6.968957 -2.523962
H: 2.624655 -6.814767 -1.611732
C: -3.156715 -3.608547 -2.487962
C: -3.797315 -2.276807 -2.843902
C: -3.367835 -1.849777 -4.315922
O: -3.965015 -0.556887 -4.678282
C: -3.481875 -0.055047 -5.935532
N: -5.260465 -2.372267 -2.880962
H: -3.532705 -4.144917 -1.616732
H: -2.070225 -3.554437 -2.419422
H: -3.309785 -4.342237 -3.279392
H: -3.512935 -1.556977 -2.076402
H: -3.667065 -2.530227 -5.113132
H: -2.285255 -1.834597 -4.442002
H: -4.050875 0.825853 -6.232802
H: -3.658915 -0.813667 -6.697922
H: -2.424665 0.203333 -5.995892
H: -5.708435 -1.576617 -3.312652
H: -5.654005 -2.567657 -1.971532
C: -6.200905 6.857663 -5.478102
C: -5.510625 5.617273 -6.026902
C: -5.007065 4.558383 -5.022572
O: -4.093205 5.093253 -4.075372
C: -3.758025 4.210303 -3.020832
N: -6.395075 5.004013 -7.045962
H: -5.633075 7.372043 -4.702802
H: -7.197645 6.616503 -5.108702
H: -6.245405 7.531863 -6.333412
H: -4.635485 6.012313 -6.542822
H: -4.388685 3.832233 -5.550222
H: -5.769065 3.955013 -4.529212
H: -2.840185 4.465003 -2.490922
H: -3.721795 3.165473 -3.329222
H: -4.605155 4.372483 -2.354372
H: -6.647035 5.774953 -7.647852
H: -7.269425 4.661273 -6.674302
C: 0.251535 5.069763 -2.347942
C: 1.239345 6.098113 -2.983712
C: 1.245605 6.068373 -4.550552
O: 1.916725 4.830203 -4.803042
C: 2.226055 4.697043 -6.137422
N: 0.700875 7.353303 -2.595942
H: 0.501405 4.051363 -2.645472
H: -0.756615 5.244313 -2.723782
H: 0.168405 5.119283 -1.262242
H: 2.242255 5.921593 -2.594992
H: 1.841825 6.858223 -5.007462
H: 0.275555 6.052913 -5.047402
H: 2.825595 5.512453 -6.542102
H: 1.368075 4.483103 -6.774762
H: 2.846025 3.804873 -6.225642
H: 1.345965 8.054253 -2.931542
H: -0.226345 7.489543 -2.972532
C: -3.291725 -2.688417 4.051168
C: -2.173635 -1.870167 3.589728
C: -2.592485 -0.370147 3.588838
O: -3.563345 0.006203 2.548288
C: -2.986435 -0.005657 1.181678
N: -1.035905 -2.107627 4.432818
H: -3.049265 -3.748937 4.119188
H: -4.171335 -2.650527 3.408548
H: -3.757765 -2.439757 5.004618
H: -1.870805 -2.209217 2.599048
H: -1.658175 0.180113 3.477588
H: -2.981005 -0.066287 4.560858
H: -3.045055 1.021163 0.820708
H: -3.548225 -0.654877 0.510098
H: -1.966195 -0.387957 1.148868
H: -0.268285 -1.499667 4.185348
H: -1.283055 -1.870997 5.383088
C: -5.249715 1.143063 -1.497572
C: -6.388275 0.945323 -2.495372
C: -7.610265 1.780523 -2.234482
O: -8.094735 1.392453 -0.960992
C: -9.186715 2.247643 -0.561332
N: -5.863355 1.333623 -3.816472
H: -5.686265 1.036073 -0.504552
H: -4.797205 2.134453 -1.519102
H: -4.499375 0.368993 -1.658502
H: -6.770645 -0.074047 -2.442672
H: -8.401225 1.599263 -2.962232
H: -7.432635 2.854143 -2.296772
H: -8.839485 3.280763 -0.575272
H: -9.489975 2.066433 0.469828
H: -10.119205 2.081973 -1.100892
H: -5.120965 0.694253 -4.061762
H: -6.606685 1.214873 -4.489862
C: -0.242305 3.086073 9.052778
C: 0.296905 2.261983 7.890338
C: 1.368415 3.050913 7.047968
O: 0.958405 4.297733 6.535308
C: 1.901265 4.929943 5.662418
N: 0.782095 1.024943 8.420108
H: -0.728315 3.890503 8.500718
H: 0.570305 3.611523 9.554438
H: -0.936225 2.598453 9.737468
H: -0.537545 2.091413 7.210118
H: 1.736735 2.413123 6.244438
H: 2.165045 3.242223 7.766908
H: 1.816575 4.503993 4.662668
H: 2.918375 4.737883 6.004048
H: 1.663265 5.993623 5.655348
H: 0.930955 0.315583 7.716738
H: 0.166505 0.638763 9.121548
C: 1.239485 -4.772097 5.740708
C: 0.391975 -5.439167 4.690568
C: -1.082015 -5.676807 5.112638
O: -1.093675 -6.737617 6.053648
C: -2.432065 -6.993257 6.393038
N: 0.396385 -4.507057 3.587088
H: 1.426785 -5.469207 6.557438
H: 0.828625 -3.830607 6.105268
H: 2.203755 -4.503917 5.309018
H: 0.910235 -6.369317 4.457498
H: -1.750635 -5.850577 4.269518
H: -1.434115 -4.736187 5.536148
H: -2.473425 -7.769807 7.156818
H: -3.042065 -7.253557 5.528018
H: -2.878275 -6.102997 6.836248
H: -0.160995 -3.698097 3.821628
H: -0.086495 -4.923677 2.803928
C: 4.040445 0.826263 -0.100772
C: 3.116875 1.565653 -1.082412
C: 2.690735 3.001753 -0.558392
O: 1.910505 3.007753 0.654918
C: 0.691295 2.228063 0.670398
N: 3.876205 1.534033 -2.350452
H: 4.953955 1.401023 0.051698
H: 4.215465 -0.201267 -0.419602
H: 3.557555 0.870443 0.875428
H: 2.237085 0.937863 -1.223642
H: 2.098695 3.499963 -1.326102
H: 3.630525 3.528883 -0.393992
H: 0.961075 1.172753 0.710718
H: 0.208575 2.345653 -0.299782
H: 0.044525 2.486103 1.508978
H: 4.586335 2.250993 -2.308192
H: 4.386595 0.670483 -2.232522
C: -1.608435 3.178983 4.685408
C: -2.412235 3.296473 3.441268
O: -2.514095 4.635873 3.162008
H: -1.984175 3.727023 5.549448
H: -0.586225 3.514563 4.510578
H: -1.563435 2.096693 4.806738
H: -3.355905 2.777703 3.609958
H: -1.899665 2.757053 2.644768
H: -3.244265 5.005213 3.664038
C: 1.961085 0.805253 -5.478512
C: 3.451605 0.756343 -5.640732
O: 3.757905 1.333773 -6.924712
H: 1.672145 1.854563 -5.538122
H: 1.706055 0.518113 -4.458412
H: 1.463655 0.117363 -6.162242
H: 3.929595 -0.223057 -5.620562
H: 3.885525 1.407253 -4.881702
H: 3.404235 0.672963 -7.524582
C: -1.075305 2.573973 -5.302672
C: -1.450035 3.492683 -6.453962
O: -2.388115 2.695493 -7.165062
H: -0.478365 3.065243 -4.534282
H: -0.552265 1.657353 -5.575342
H: -1.968325 2.310783 -4.735802
H: -0.630955 3.733133 -7.131742
H: -1.971635 4.390683 -6.122862
H: -2.994525 3.268943 -7.639422

Force components x, y, z for each atom (eV/Å):
-1.0439 -0.3011 -1.0082
0.2467 -0.0035 1.3070
1.3780 0.1813 -0.2289
0.3176 -0.0223 -0.1555
-0.3573 0.1060 0.4756
0.1983 -0.7161 0.8340
0.1295 0.4499 -0.6476
-2.1023 0.4905 -2.2195
1.6576 0.0802 1.0471
-0.0901 -0.3629 -0.0632
0.1610 0.1822 -0.1757
0.6334 0.1029 0.3850
0.0617 -0.0020 -0.4270
-0.4248 -0.0884 0.1927
-0.2382 0.0325 0.2739
-0.4884 0.1546 0.3280
-0.0351 0.5850 0.5431
-0.2353 -0.2694 -0.5052
0.1280 -0.2069 -0.3117
0.4745 -0.7593 0.2601
-0.0107 0.1773 0.6257
-0.2563 -0.0494 -0.3553
-0.0855 0.1186 -0.0504
-0.3775 -0.6421 0.6717
-0.2285 0.1736 -1.5382
0.2566 0.0179 1.2303
-0.5231 -1.3823 0.3573
0.9406 1.3087 0.5967
0.2612 -0.0474 -0.1443
0.8923 -0.5236 0.6868
-0.1377 1.2283 -0.2416
-1.4073 0.1058 0.4207
-0.3416 -1.0111 -0.6648
-0.2463 -0.1861 0.4427
-0.5976 -0.0869 0.1722
-0.0474 0.1596 -0.0131
0.2384 1.2769 0.0020
0.4032 -0.6607 -0.6570
0.0443 -0.6621 -0.0614
-0.1116 -0.1824 -0.2470
0.5407 -0.4611 0.0664
-0.4389 0.1837 -0.5038
-0.2487 -0.4074 -0.2188
0.1499 0.2176 -0.0924
0.2096 0.5774 -0.3975
0.5078 -0.4651 -0.2584
0.0726 -0.1088 0.3957
-0.2685 0.8773 0.6132
0.1130 1.1521 0.4617
-0.6484 0.3429 -0.3539
1.2740 -2.2470 -1.2412
-0.5252 0.2663 0.7523
0.7358 0.1105 -0.6247
-1.1313 2.0247 0.9299
0.4985 0.3464 -0.1522
1.5361 -1.7141 -0.0096
-0.2185 0.1422 -0.2382
0.2070 0.2161 0.1051
-0.1473 -0.0463 -0.6143
-0.1984 -0.5454 0.4069
-0.4984 -0.4381 0.2968
0.0710 0.8773 -0.2718
-0.2138 -0.3720 0.5121
0.4012 0.1175 0.2207
-0.0891 0.1900 -0.1226
-0.1938 -0.7158 -0.2949
-0.1554 -0.0837 -0.1037
-0.8667 -0.0098 -0.1757
0.1160 0.5179 0.0766
0.3571 0.0420 0.3614
0.0093 -0.0472 0.0828
-0.1638 -0.3467 -0.0345
0.1662 0.5955 -0.2073
0.0817 0.5598 0.5419
-0.4076 -0.6633 -0.4961
-0.2741 -1.3928 1.3017
0.9743 0.4396 -0.0215
0.4200 -0.3739 -1.6848
-0.1205 -0.1573 -0.1593
0.3713 0.1028 0.0763
0.1891 0.1545 0.1786
-0.2485 0.1022 -0.1901
-0.7643 0.0125 -0.1525
0.4114 0.3883 0.7417
-0.5808 0.3413 -0.1683
-0.2825 0.2166 -0.4411
0.1421 -0.5771 0.1576
0.7243 0.0508 -0.7769
-0.6576 0.9300 0.5456
0.2416 -0.8574 -0.8327
-0.6639 0.2318 -1.4243
-0.3542 0.9388 0.5053
1.4361 -0.6973 0.2288
-0.5590 -0.6434 -0.2209
0.1353 -0.8258 -0.1715
-0.1903 0.6180 0.3318
0.0789 0.3575 0.2900
-0.2544 0.0584 -0.3498
0.5666 0.4314 -0.3781
-0.5705 -0.5891 0.4186
0.3314 0.4747 0.4239
-0.0224 0.0048 0.3953
-0.0391 -0.1727 -0.1998
0.0940 -0.0383 0.5820
0.1816 0.0585 0.1698
-0.0663 0.1959 0.0067
0.3889 -0.0308 0.3289
-0.3312 -0.2561 0.5879
0.8417 -0.3916 -0.2239
0.6995 1.1649 -0.4767
-1.3569 0.2725 0.1140
0.9851 -0.0331 -0.1045
0.0371 -0.1241 0.1130
-0.0619 0.1319 0.0065
-0.4300 0.2491 0.1240
0.2266 -0.3355 -0.1941
-0.3598 -0.3717 -0.6576
-0.5051 0.2828 0.1111
0.0394 0.3835 -0.4246
-0.0300 -0.0743 -0.1720
0.1206 -0.7310 0.7590
-0.1570 -0.1004 -0.3882
-0.0044 -0.0295 0.4472
0.4230 -0.4203 -0.9786
-2.3381 -0.7305 -0.8071
1.3066 -2.2208 1.4584
-0.4445 0.5876 0.0844
0.9232 -1.4545 -0.9186
0.7560 1.5286 1.0770
0.0650 -0.0985 0.0475
-0.0754 0.1994 -0.2053
0.4515 0.2402 -0.0099
0.0534 0.2411 -0.1529
0.0741 0.4524 0.2912
-0.4685 0.1251 0.3443
-0.1344 0.4070 -0.0028
-0.3498 0.4039 -0.0827
0.1442 -0.0714 -0.0664
-0.4323 0.6348 0.0089
0.0358 0.1525 -0.1126
-2.3042 -1.8552 0.2126
-0.2678 1.3725 -0.1875
0.1642 -0.0904 -1.6418
1.6031 -0.7913 -0.1116
-0.5259 0.0797 1.3231
0.3322 0.3562 0.8028
0.2498 -0.0664 -0.0277
0.1541 0.2170 -0.5020
0.5882 0.4318 0.4252
-0.2376 0.2925 -0.3053
0.0832 0.3776 -0.3675
-0.4504 -0.2156 -0.0436
0.1969 -0.0585 -0.1424
-0.3572 0.0179 0.2310
0.1736 0.2487 0.2869
0.1542 0.2400 -0.1393
0.0015 -0.0847 0.3661
-0.9304 -0.3196 0.5975
0.7004 1.0195 -0.8027
-0.3864 -0.0411 0.6783
-1.2657 0.8948 0.5167
0.6110 -0.4218 0.6066
-0.6420 -0.0528 0.4014
0.2606 -0.2320 0.2024
-0.0748 -0.0234 -0.3870
0.1388 0.1051 0.0672
0.2608 -0.3639 0.0379
-0.0411 -0.2958 -0.4642
0.4111 0.2673 0.2621
-0.2672 0.1981 -0.3665
0.5387 -0.4262 0.1557
0.2146 0.1250 -0.7174
0.0914 -0.0567 -0.1408
-0.0234 -0.0491 -0.3973
0.4082 1.4371 -1.3896
-0.9135 0.7653 -0.4311
0.2542 -0.4102 1.2235
-0.7053 0.1378 0.0481
-0.4605 -0.7805 0.5565
1.2129 -0.7530 -0.1045
-0.5989 0.2719 0.5141
0.0785 -0.4008 0.4686
0.1726 -0.1252 -0.1727
-0.3256 0.0010 -0.2388
0.0940 -0.2456 -0.1401
0.5742 -0.1763 -0.0445
-0.0951 0.0862 -0.2497
0.1844 0.2362 0.1432
0.1209 -0.1294 -0.0543
0.0528 -0.0544 -0.0913
-0.0382 0.1499 -0.0365
0.4441 -0.3169 0.8412
-0.7506 0.9210 0.0168
1.9406 -0.1577 0.5036
-0.7175 0.2258 -0.4438
-0.0861 0.0139 0.7602
0.1858 -0.4883 -1.4108
-0.0654 0.2395 0.3210
-0.3351 -0.0836 0.1283
0.0373 -0.1783 -0.1409
-0.3447 -0.1981 -0.4193
0.1166 -0.5119 -0.3851
-0.1380 0.1587 0.4657
0.0744 -0.1562 -0.2154
0.0125 -0.2585 -0.1825
-0.1610 0.2559 0.0987
0.0248 0.2918 0.4655
0.1848 -0.1648 -0.3827
-1.2363 1.1280 1.1931
0.5260 -0.2087 0.7601
-0.5052 -1.7700 -0.4865
0.3755 -0.0792 0.3381
1.4306 -0.1965 -1.2800
-0.8528 0.6356 -0.1160
0.3257 -0.1584 -0.3477
0.0728 0.0592 0.1637
-0.0149 -0.5811 0.2848
-0.2480 0.1410 -0.0065
0.1984 0.0607 -0.2245
-0.2016 0.3649 0.3832
-0.0604 -0.0389 0.3419
-0.5501 0.2540 0.0179
0.3093 0.3395 -0.1333
0.2336 0.2829 -0.1133
0.2953 -0.1382 -0.6817
1.0617 -1.2287 0.0351
0.1219 -0.7459 0.9973
-0.7415 1.7584 -1.4207
-0.2445 -0.2673 -0.0412
0.0219 0.1625 0.0435
0.2153 -0.1644 1.0174
-0.4190 0.1487 -0.3395
-0.0521 0.2266 -0.3140
0.0195 0.0738 -0.0205
0.1910 -0.3929 1.0795
0.3935 0.9106 -0.5329
0.1888 -0.2217 0.1038
-0.2594 -0.1966 -0.4878
-0.1537 -0.2257 0.1572
-0.2788 0.3230 -0.1943
-0.2497 -0.1149 0.3993
0.2001 -0.1870 -0.0800
0.0892 0.2168 -0.5355
0.3104 0.7508 1.0772
-0.4569 -1.1223 0.1850
-0.5996 -0.1262 -0.7536
0.4597 0.2501 -0.2297
-0.1534 0.1689 -0.3599
-0.2990 -0.1166 -0.3822
0.2308 0.1746 0.2519
0.3543 0.2307 0.3099
-0.0523 0.0010 -0.1652

The largest force on an atom is 3.10 eV Å⁻¹. The value obtained for the electronic energy is -4394.1247 Eh. For the LUMO energy, the calculation gives 0.508 eV. The gap between HOMO and LUMO comes out at 9.05 eV. Its spin multiplicity is 1. For the HOMO energy, the calculation gives -0.3141 hartree. Its energy above the lowest of the compared OMol25 structures with the same formula, charge and spin is 0.00 kcal/mol.